C24H54F14KN10O28S14 as an isolated structure at a distorted geometry, computed with ωB97M-V/def2-TZVPD.

Computed properties:
HOMO energy   -2.284 eV
Total charge   -3
Kohn-Sham gap   4.5 eV
LUMO energy   2.226 eV

Atoms and positions in Å:
K: 1.627 4.445 -2.422
C: -1.375 1.046 3.317
C: 0.091 1.050 2.764
C: 0.223 0.761 1.275
N: 1.613 0.661 0.600
C: 2.418 1.834 1.114
C: 2.390 -0.668 0.828
C: 3.131 -0.948 -0.516
C: 2.712 0.189 -1.415
C: 1.400 0.789 -0.870
H: -1.216 0.884 4.383
H: -2.073 0.406 2.782
H: -1.633 2.101 3.226
H: 0.771 0.552 3.458
H: 0.309 2.097 2.987
H: -0.242 1.507 0.627
H: -0.202 -0.187 0.930
H: 2.692 1.682 2.158
H: 1.803 2.707 0.902
H: 3.391 1.882 0.629
H: 3.101 -0.443 1.621
H: 1.575 -1.261 1.238
H: 4.188 -0.921 -0.269
H: 2.767 -1.898 -0.900
H: 3.465 0.975 -1.462
H: 2.428 -0.130 -2.421
H: 1.206 1.851 -1.069
H: 0.506 0.200 -1.081
C: -3.065 -2.238 -8.808
C: -2.187 -2.740 -7.659
C: -0.988 -1.831 -7.307
N: 0.184 -2.431 -6.569
C: 0.588 -3.683 -7.309
C: -0.315 -2.912 -5.189
C: 0.670 -2.388 -4.184
C: 1.389 -1.165 -4.817
C: 1.343 -1.449 -6.318
H: -3.186 -1.170 -8.618
H: -4.038 -2.721 -8.703
H: -2.730 -2.579 -9.783
H: -1.761 -3.604 -8.172
H: -2.767 -2.902 -6.755
H: -1.377 -0.995 -6.722
H: -0.408 -1.398 -8.127
H: 1.599 -4.004 -7.068
H: 0.674 -3.457 -8.376
H: -0.173 -4.440 -7.173
H: -0.405 -3.993 -5.109
H: -1.296 -2.452 -5.091
H: 1.293 -3.128 -3.671
H: 0.090 -2.180 -3.276
H: 2.408 -1.031 -4.461
H: 0.814 -0.326 -4.423
H: 2.188 -2.023 -6.689
H: 1.152 -0.617 -6.993
C: -8.857 -1.003 0.683
C: -7.390 -1.195 0.410
C: -6.702 0.127 -0.015
N: -5.199 0.095 -0.061
C: -4.611 1.416 -0.617
C: -4.486 -0.128 1.305
C: -3.069 -0.553 0.967
C: -3.242 -1.394 -0.296
C: -4.509 -0.967 -0.946
H: -9.207 -0.428 -0.187
H: -9.187 -0.490 1.584
H: -9.550 -1.834 0.533
H: -7.275 -1.908 -0.409
H: -6.900 -1.648 1.274
H: -6.894 0.858 0.771
H: -6.988 0.495 -0.997
H: -5.211 1.548 -1.517
H: -3.562 1.219 -0.797
H: -4.848 2.269 0.013
H: -4.449 0.848 1.789
H: -5.096 -0.868 1.815
H: -2.396 0.281 0.777
H: -2.598 -1.127 1.765
H: -2.383 -1.295 -0.954
H: -3.477 -2.432 -0.074
H: -4.373 -0.531 -1.934
H: -5.246 -1.768 -0.965
N: -0.152 -4.672 -2.472
S: 1.494 -4.883 -2.706
O: 2.342 -4.843 -1.560
O: 1.941 -4.231 -3.914
F: 1.395 -6.406 -3.199
S: -0.201 -3.645 -1.362
O: -0.066 -2.223 -1.730
O: 0.360 -4.029 -0.104
F: -1.748 -3.558 -0.879
N: 1.012 -2.385 6.526
S: -0.036 -2.410 5.227
O: 0.376 -2.031 3.906
O: -1.351 -2.069 5.691
F: -0.216 -4.004 5.184
S: 1.406 -0.891 6.355
O: 0.387 0.140 6.291
O: 2.547 -0.687 5.506
F: 1.967 -0.721 7.864
N: -0.676 4.602 -0.779
S: -1.184 6.109 -0.285
O: -1.018 6.315 1.109
O: -2.207 6.770 -1.043
F: 0.165 6.881 -0.832
S: -1.912 3.827 -0.424
O: -3.051 4.144 -1.290
O: -2.234 3.319 0.886
F: -1.480 2.502 -1.206
N: 4.249 3.726 -2.052
S: 4.940 4.491 -0.728
O: 6.032 5.391 -1.009
O: 4.910 3.788 0.506
F: 3.709 5.519 -0.526
S: 5.613 3.415 -2.770
O: 6.584 2.667 -2.043
O: 6.024 4.348 -3.787
F: 4.962 2.236 -3.677
N: -3.826 3.395 8.496
S: -3.523 3.355 6.978
O: -2.536 2.396 6.568
O: -3.570 4.663 6.364
F: -4.866 2.689 6.330
S: -2.430 4.355 9.024
O: -2.723 5.695 9.490
O: -1.137 4.139 8.447
F: -2.391 3.616 10.453
N: 5.233 2.957 6.585
S: 4.044 2.098 6.155
O: 3.855 1.791 4.759
O: 2.921 2.116 7.048
F: 4.913 0.772 6.656
S: 4.566 4.331 5.774
O: 3.436 4.929 6.395
O: 4.853 4.477 4.354
F: 5.744 5.289 6.352
N: 7.981 -3.838 0.713
S: 6.566 -3.867 0.110
O: 5.555 -2.955 0.600
O: 6.076 -5.095 -0.470
F: 6.937 -2.965 -1.223
S: 7.484 -4.298 2.204
O: 6.845 -5.601 2.336
O: 7.138 -3.208 3.063
F: 8.923 -4.630 2.800

A 8-piece molecular cluster, C36H90N10O8 overall at a distorted geometry, computed with ωB97M-V/def2-TZVPD.

Computed properties:
HOMO energy   -8.227 eV
Total charge   0
Kohn-Sham gap   8.5 eV
SMILES string   CC1(C)CCCC(C)(C)N1O.CC1(C)CCCC(C)(C)N1O.COC[C@H](C)N.COC[C@H](C)N.COC[C@H](C)N.COC[C@H](C)N.NC(N)=O.NC(N)=O
LUMO energy   0.316 eV

Atoms and positions in Å:
C: 1.415 -5.208 6.862
C: 0.832 -4.275 7.976
C: -0.088 -3.303 7.289
C: -0.059 -5.253 8.871
C: -0.512 -4.482 10.152
C: 0.718 -4.039 10.899
C: 1.707 -3.214 10.077
C: 1.202 -1.793 9.914
C: 3.064 -3.190 10.879
N: 1.988 -3.816 8.769
O: 3.013 -3.118 8.011
H: 1.869 -4.736 5.991
H: 2.173 -5.896 7.236
H: 0.659 -5.891 6.475
H: -0.244 -3.716 6.293
H: -1.013 -3.087 7.824
H: 0.416 -2.365 7.055
H: -0.898 -5.598 8.267
H: 0.498 -6.132 9.194
H: -1.252 -3.707 9.952
H: -1.076 -5.126 10.826
H: 1.261 -4.767 11.501
H: 0.460 -3.426 11.762
H: 1.359 -1.222 10.829
H: 0.136 -1.786 9.688
H: 1.613 -1.203 9.095
H: 3.857 -2.708 10.308
H: 3.550 -4.098 11.234
H: 2.889 -2.589 11.772
H: 3.828 -3.431 8.410
C: -2.706 -2.088 -7.274
C: -4.099 -1.425 -7.414
C: -5.089 -2.301 -6.451
C: -3.933 0.003 -6.807
C: -3.354 1.038 -7.739
C: -4.330 1.068 -9.061
C: -4.304 -0.343 -9.783
C: -5.530 -0.327 -10.807
C: -2.957 -0.459 -10.538
N: -4.677 -1.404 -8.750
O: -4.650 -2.691 -9.279
H: -2.697 -3.150 -7.517
H: -2.040 -1.570 -7.964
H: -2.165 -2.017 -6.331
H: -6.154 -2.168 -6.637
H: -4.909 -3.286 -6.882
H: -4.740 -2.282 -5.418
H: -4.936 0.395 -6.637
H: -3.330 -0.039 -5.899
H: -3.537 1.949 -7.169
H: -2.277 1.022 -7.907
H: -3.929 1.782 -9.781
H: -5.303 1.422 -8.722
H: -5.447 -1.215 -11.433
H: -5.220 0.519 -11.421
H: -6.503 -0.276 -10.317
H: -2.475 -1.422 -10.369
H: -2.337 0.436 -10.477
H: -3.103 -0.458 -11.619
H: -5.542 -2.992 -9.469
C: 12.076 2.556 4.508
O: 11.143 3.159 3.708
C: 11.579 4.451 3.338
C: 10.937 4.975 2.097
C: 11.436 6.407 1.835
N: 9.521 4.854 1.984
H: 11.912 1.644 5.082
H: 12.745 3.140 5.141
H: 12.784 2.269 3.731
H: 11.473 5.034 4.253
H: 12.647 4.582 3.164
H: 11.306 4.270 1.352
H: 12.500 6.426 1.600
H: 11.311 7.255 2.509
H: 10.901 6.769 0.958
H: 9.193 4.162 2.642
H: 9.263 4.464 1.089
C: -10.545 -8.737 0.491
O: -10.341 -8.797 1.916
C: -9.172 -8.503 2.504
C: -7.808 -9.014 1.853
C: -7.690 -10.563 1.601
N: -6.587 -8.530 2.482
H: -9.853 -9.361 -0.075
H: -10.342 -7.695 0.244
H: -11.556 -8.958 0.150
H: -9.210 -7.419 2.616
H: -9.290 -8.840 3.534
H: -7.706 -8.562 0.867
H: -8.568 -10.860 1.028
H: -7.675 -11.012 2.594
H: -6.730 -10.929 1.235
H: -5.741 -9.000 2.194
H: -6.492 -7.609 2.079
C: -0.662 -3.439 -0.074
O: 0.082 -2.408 -0.711
C: 1.248 -1.948 0.101
C: 2.229 -1.188 -0.762
C: 3.443 -0.582 0.061
N: 1.573 -0.097 -1.462
H: -1.343 -3.707 -0.882
H: -1.203 -2.989 0.759
H: -0.206 -4.352 0.309
H: 1.043 -1.346 0.987
H: 1.838 -2.787 0.467
H: 2.580 -1.965 -1.441
H: 3.911 -1.425 0.569
H: 3.250 0.083 0.903
H: 4.262 -0.188 -0.541
H: 0.951 -0.354 -2.215
H: 1.115 0.519 -0.805
C: -0.818 12.730 -4.709
O: -0.317 11.996 -3.621
C: 0.290 10.746 -3.952
C: 0.144 9.738 -2.859
C: 1.000 10.006 -1.603
N: 0.151 8.332 -3.184
H: -1.671 12.149 -5.061
H: -0.095 12.769 -5.524
H: -1.232 13.695 -4.418
H: -0.269 10.314 -4.782
H: 1.311 10.729 -4.335
H: -0.830 9.906 -2.399
H: 2.058 10.030 -1.864
H: 0.663 9.276 -0.867
H: 0.871 11.030 -1.253
H: -0.485 8.139 -3.944
H: -0.122 7.784 -2.381
N: 5.026 4.870 -5.393
C: 6.306 4.942 -5.350
N: 6.755 3.810 -4.857
O: 6.935 6.009 -5.340
H: 4.397 5.651 -5.510
H: 4.613 3.985 -5.135
H: 6.234 2.945 -4.871
H: 7.731 3.810 -4.595
N: -3.961 2.371 0.538
C: -3.417 3.484 0.886
N: -4.112 4.012 1.840
O: -2.542 3.971 0.261
H: -4.837 2.186 1.006
H: -3.592 1.680 -0.098
H: -4.852 3.503 2.303
H: -3.952 5.001 1.967

An isolated ion of composition C6H14NO and charge +1 at a distorted geometry, computed with ωB97M-V/def2-TZVPD.

Computed properties:
HOMO energy   -14.414 eV
Total charge   +1
Kohn-Sham gap   10.6 eV
SMILES string   CCCC[C@@H]([NH3+])C=O
LUMO energy   -3.769 eV

Atoms and positions in Å:
C: -0.640 1.633 1.674
C: -0.939 0.183 1.938
C: -1.207 -0.673 0.764
C: 0.072 -1.120 0.002
C: 0.440 -0.293 -1.301
N: 2.032 0.158 -1.274
C: 0.029 -0.804 -2.764
O: 0.679 -0.456 -3.647
H: 0.128 1.910 1.004
H: -1.729 2.082 1.647
H: -0.363 2.030 2.590
H: -0.129 -0.052 2.637
H: -1.783 0.142 2.625
H: -1.681 -1.660 1.053
H: -1.937 -0.212 0.042
H: 0.920 -0.977 0.789
H: 0.291 -2.269 -0.254
H: -0.169 0.678 -1.151
H: 2.683 -0.591 -0.990
H: 2.297 0.624 -2.083
H: 1.991 0.797 -0.524
H: -0.983 -1.129 -2.775